No. 1
Formula: C9H11NO2
Source: the OMol25 dataset
Level of theory: ωB97M-V/def2-TZVPD

Results
ΔE to the lowest compared entry with this formula, charge and spin in kcal/mol: 64.4
Structure (SMILES): N[C@@H](Cc1ccccc1)C(=O)O
Total charge: 0
Total energy in eV: -15094.3938
LUMO in eV: 0.5

Element x y z (Å)
N1 3.136 0.963 0.314
C1 1.876 0.207 0.390
C2 0.618 1.061 0.061
C3 -0.729 0.305 -0.029
C4 -1.724 0.842 -0.938
C5 -3.011 0.382 -0.915
C6 -3.375 -0.646 0.023
C7 -2.371 -1.287 0.737
C8 -1.064 -0.775 0.636
C9 1.882 -1.129 -0.535
O1 0.952 -1.911 -0.677
O2 3.137 -1.277 -0.864
H1 3.348 1.397 1.213
H2 3.244 1.766 -0.375
H3 1.805 -0.224 1.410
H4 0.732 1.658 -0.804
H5 0.604 1.811 0.845
H6 -1.517 1.763 -1.676
H7 -3.806 0.616 -1.529
H8 -4.438 -0.746 0.034
H9 -2.481 -2.151 1.411
H10 -0.404 -1.020 1.409
H11 3.585 -1.606 -0.142



No. 2
Formula: C9H11NO3
Source: the OMol25 dataset
Level of theory: ωB97M-V/def2-TZVPD

Results
ΔE to the lowest compared entry with this formula, charge and spin in kcal/mol: 170.9
Total charge: 0
Total energy in eV: -17137.3481
LUMO (alpha / beta) in eV: -1.8 / -1.8

Element x y z (Å)
N1 -0.920 4.301 1.478
O1 -2.014 4.841 1.450
O2 0.209 4.758 1.448
C1 0.263 0.086 -2.200
C2 0.787 -0.643 -0.987
C3 0.201 -0.456 0.262
C4 0.694 -1.132 1.375
C5 1.762 -2.023 1.258
C6 2.353 -2.224 0.006
C7 1.867 -1.530 -1.104
C8 -1.040 0.447 0.439
C9 -2.367 -0.300 0.203
O3 -0.983 1.292 1.431
H1 0.850 -0.211 -3.079
H2 -0.793 -0.145 -2.412
H3 0.344 1.179 -2.095
H4 0.226 -0.946 2.342
H5 2.115 -2.549 2.143
H6 3.186 -2.918 -0.105
H7 2.308 -1.671 -2.092
H8 -0.977 1.307 -0.244
H9 -2.396 -0.775 -0.782
H10 -2.461 -1.075 0.970
H11 -3.212 0.385 0.294



No. 3
Formula: C9H11NO3
Source: the OMol25 dataset
Level of theory: ωB97M-V/def2-TZVPD

Results
ΔE to the lowest compared entry with this formula, charge and spin in kcal/mol: 25.2
Structure (SMILES): N[C@@H](Cc1ccc(O)cc1)C(=O)O
Total charge: 0
Total energy in eV: -17143.6680
LUMO in eV: 0.6

Element x y z (Å)
N1 1.083 -1.887 -1.442
C1 1.620 -0.456 -1.541
C2 0.534 0.571 -1.545
C3 -0.334 0.468 -0.327
C4 0.065 0.690 1.011
C5 -0.801 0.898 2.046
C6 -2.152 0.590 1.868
O1 -3.067 0.849 2.822
C7 -2.633 0.208 0.649
C8 -1.751 0.145 -0.468
C9 2.595 -0.172 -0.414
O2 3.248 0.812 -0.299
O3 2.645 -1.142 0.519
H1 0.814 -2.171 -2.402
H2 0.237 -1.980 -0.802
H3 2.227 -0.356 -2.491
H4 1.006 1.576 -1.553
H5 -0.073 0.350 -2.559
H6 1.075 0.855 1.224
H7 -0.303 1.122 2.971
H8 -2.462 1.073 3.549
H9 -3.724 0.027 0.513
H10 -2.125 -0.081 -1.450
H11 2.276 -1.989 0.122



No. 4
Formula: C9H11NS
Source: the OMol25 dataset
Level of theory: ωB97M-V/def2-TZVPD

Results
ΔE to the lowest compared entry with this formula, charge and spin in kcal/mol: 51.8
Structure (SMILES): C/C(C#N)=C/C(C)=C(/C)C=S
Total charge: 0
Total energy in eV: -21833.4016
LUMO (alpha / beta) in eV: -1.5 / -1.5

Element x y z (Å)
C1 2.272 2.556 -0.725
C2 1.812 1.311 -0.164
C3 2.808 0.651 0.657
N1 3.580 0.135 1.346
C4 0.560 0.832 -0.257
C5 -0.278 -0.336 0.106
C6 0.519 -1.560 0.458
C7 -1.676 -0.283 0.125
C8 -2.288 -1.714 0.148
C9 -2.420 0.878 0.202
S1 -2.029 2.398 0.709
H1 1.601 3.189 -1.246
H2 3.160 2.285 -1.152
H3 2.560 3.152 0.175
H4 0.005 1.588 -0.815
H5 0.253 -2.376 -0.090
H6 0.468 -1.736 1.471
H7 1.590 -1.360 0.405
H8 -3.426 -1.578 -0.068
H9 -2.225 -2.290 1.007
H10 -1.767 -2.339 -0.655
H11 -3.471 0.775 0.246



No. 5
Formula: C9H11O2
Source: the OMol25 dataset
Level of theory: ωB97M-V/def2-TZVPD

Results
ΔE to the lowest compared entry with this formula, charge and spin in kcal/mol: 6.4
Total charge: -1
Total energy in eV: -13607.9351
LUMO in eV: 3.2

Element x y z (Å)
C1 2.897 1.632 -3.272
C2 2.809 0.774 -2.024
O1 2.602 1.316 -0.903
O2 2.939 -0.465 -2.196
H1 2.190 1.199 -4.023
H2 3.937 1.587 -3.606
H3 2.616 2.688 -3.088
C3 -2.026 -1.796 2.966
C4 0.044 -0.570 0.072
C5 -0.367 -1.323 1.142
C6 -0.716 0.550 -0.310
C7 -1.537 -0.948 1.828
C8 -1.847 0.936 0.358
C9 -2.254 0.165 1.451
H4 0.928 -0.824 -0.514
H5 0.170 -2.211 1.459
H6 -0.372 1.128 -1.167
H7 -2.373 1.793 0.056
H8 -1.896 -2.826 2.735
H9 -3.102 -1.622 3.073
H10 -3.125 0.425 2.005
H11 -1.515 -1.610 3.958



No. 6
Formula: C9H11O3
Source: the OMol25 dataset
Level of theory: ωB97M-V/def2-TZVPD

Results
ΔE to the lowest compared entry with this formula, charge and spin in kcal/mol: 13.9
Total charge: -1
Total energy in eV: -15655.6969
LUMO in eV: 3.4

Element x y z (Å)
C1 -0.152 3.690 -0.482
C2 -0.469 -0.186 1.343
C3 -0.841 0.019 -0.009
C4 -0.179 0.990 2.109
C5 -0.853 1.290 -0.560
C6 -0.199 2.261 1.586
C7 -0.423 2.380 0.190
O1 -0.030 -1.329 1.856
H1 -0.077 -2.124 1.107
H2 -1.147 -0.863 -0.551
H3 0.020 0.872 3.165
H4 -1.235 1.524 -1.535
H5 -0.032 3.105 2.258
H6 -0.087 4.557 0.160
H7 -0.789 3.986 -1.311
H8 0.870 3.602 -0.885
C8 1.453 -3.417 -1.287
C9 -0.062 -3.347 -1.076
O2 -0.495 -2.958 0.063
O3 -0.768 -3.665 -2.034
H9 1.696 -4.364 -1.776
H10 1.917 -3.311 -0.301
H11 1.882 -2.713 -2.031



No. 7
Formula: C9H11PS
Source: the OMol25 dataset
Level of theory: ωB97M-V/def2-TZVPD

Results
ΔE to the lowest compared entry with this formula, charge and spin in kcal/mol: 57.9
Total charge: 0
Total energy in eV: -29632.7164
LUMO in eV: -1.4

Element x y z (Å)
C1 -1.729 2.225 -1.104
C2 -0.681 1.807 -1.872
C3 -2.038 1.670 0.118
C4 0.157 0.808 -1.375
C5 -1.227 0.683 0.720
C6 -0.161 0.225 -0.087
C7 1.897 -1.227 -0.381
C8 0.432 -1.478 1.692
C9 0.842 -0.619 0.513
P1 2.047 1.165 1.957
S1 2.452 2.583 0.667
H1 -2.458 3.020 -1.538
H2 -0.326 2.349 -2.830
H3 -2.729 2.209 0.743
H4 1.072 0.612 -1.826
H5 -1.429 0.316 1.636
H6 2.500 -1.960 0.366
H7 2.477 -0.395 -0.783
H8 1.388 -1.833 -1.212
H9 -0.197 -2.360 1.342
H10 -0.219 -0.797 2.250
H11 1.378 -1.925 2.103



No. 8
Formula: C9H11PS
Source: the OMol25 dataset
Level of theory: ωB97M-V/def2-TZVPD

Results
ΔE to the lowest compared entry with this formula, charge and spin in kcal/mol: 69.6
Total charge: 0
Total energy in eV: -29632.2090
LUMO in eV: -1.4

Element x y z (Å)
C1 1.668 -1.971 -0.499
C2 1.803 -1.670 -1.801
C3 0.875 -1.180 0.448
C4 1.055 -0.638 -2.427
C5 0.225 -0.081 0.124
C6 0.354 0.290 -1.759
C7 -0.471 0.524 2.438
C8 -2.084 0.731 0.615
C9 -0.580 0.854 0.969
P1 -0.547 1.690 -2.569
S1 0.296 3.255 -1.800
H1 2.164 -2.832 -0.040
H2 2.343 -2.498 -2.321
H3 0.835 -1.518 1.472
H4 1.075 -0.539 -3.485
H5 -1.050 -0.435 2.651
H6 -1.221 1.208 2.920
H7 0.611 0.537 2.715
H8 -2.516 1.584 1.158
H9 -2.272 -0.263 0.989
H10 -2.315 0.977 -0.505
H11 -0.248 1.976 0.707



No. 9
Formula: C9H12BNS
Source: the OMol25 dataset
Level of theory: ωB97M-V/def2-TZVPD

Results
ΔE to the lowest compared entry with this formula, charge and spin in kcal/mol: 5.2
Total charge: 0
Total energy in eV: -22528.7147
LUMO in eV: 0.5

Element x y z (Å)
B1 0.680 -0.352 0.259
C1 -4.110 1.045 -0.071
C2 -4.474 -0.331 -0.203
C3 -2.775 1.321 0.056
C4 -3.539 -1.318 -0.276
C5 -1.810 0.294 0.042
C6 -2.170 -0.982 -0.248
C7 -0.410 0.824 0.307
C8 2.657 -1.837 0.336
C9 2.943 0.684 0.057
N1 2.062 -0.475 0.302
S1 -0.821 -2.147 -0.350
H1 -4.888 1.809 -0.114
H2 -5.472 -0.553 -0.236
H3 -2.293 2.334 0.084
H4 -4.085 -2.303 -0.346
H5 -0.348 1.336 1.380
H6 -0.120 1.482 -0.439
H7 3.708 -1.896 0.259
H8 2.584 -2.357 1.329
H9 2.259 -2.489 -0.448
H10 3.602 0.415 -0.818
H11 2.357 1.528 -0.325
H12 3.655 0.888 0.796



No. 10
Formula: C9H12Cl2Si
Source: the OMol25 dataset
Level of theory: ωB97M-V/def2-TZVPD

Results
ΔE to the lowest compared entry with this formula, charge and spin in kcal/mol: 65.0
Structure (SMILES): Cc1ccccc1[Si@](C)(Cl)CCl
Total charge: 0
Total energy in eV: -42451.0062
LUMO in eV: 0.7

Element x y z (Å)
C1 -1.518 1.258 -0.730
C2 -0.357 0.473 -1.264
C3 -0.376 0.360 -2.641
C4 0.479 -0.563 -3.287
C5 1.505 -1.156 -2.525
C6 1.574 -0.944 -1.144
C7 0.528 -0.298 -0.527
Si1 0.383 -0.386 1.637
C8 1.155 1.101 2.516
Cl1 1.357 -2.277 2.055
C9 -1.335 -0.774 2.506
Cl2 -2.298 0.517 3.234
H1 -2.375 0.542 -0.640
H2 -1.474 1.661 0.236
H3 -1.766 2.102 -1.423
H4 -1.130 1.024 -3.155
H5 0.407 -0.779 -4.288
H6 2.090 -1.978 -2.863
H7 2.360 -1.461 -0.599
H8 2.028 1.018 3.254
H9 1.530 1.681 1.640
H10 0.346 1.662 2.981
H11 -1.951 -1.285 1.730
H12 -1.160 -1.496 3.294



No. 11
Formula: C9H12ClNSi
Source: the OMol25 dataset
Level of theory: ωB97M-V/def2-TZVPD

Results
ΔE to the lowest compared entry with this formula, charge and spin in kcal/mol: 64.5
Total charge: 0
Total energy in eV: -31416.0415
LUMO (alpha / beta) in eV: 0.1 / -0.1

Element x y z (Å)
C1 -3.286 -0.274 0.788
C2 -2.641 -1.417 1.228
C3 -2.562 0.725 0.157
C4 -1.277 -1.557 1.047
C5 -1.198 0.583 -0.026
C6 -0.537 -0.560 0.415
C7 2.114 3.033 1.306
C8 2.766 2.032 0.794
C9 1.017 -0.972 -2.604
N1 1.633 -1.426 -1.380
Si1 1.314 -0.776 0.173
Cl1 2.165 -2.075 1.487
H1 -4.350 -0.158 0.937
H2 -3.204 -2.201 1.715
H3 -3.062 1.618 -0.189
H4 -0.784 -2.452 1.398
H5 -0.633 1.364 -0.512
H6 2.584 3.995 1.518
H7 1.068 2.982 1.564
H8 3.794 1.956 0.500
H9 0.030 -0.573 -2.380
H10 1.604 -0.191 -3.096
H11 0.908 -1.811 -3.294
H12 2.538 -1.845 -1.547



No. 12
Formula: C9H12I2O3
Source: the OMol25 dataset
Level of theory: ωB97M-V/def2-TZVPD

Results
Structure (SMILES): C[C@@H](I)C[C@H]1COC(=O)[C@H]1CC(=O)I
Total charge: 0
Total energy in eV: -31871.7820
LUMO in eV: 0.2

Element x y z (Å)
C1 -2.601 1.268 -1.958
C2 -1.637 0.091 -1.738
I1 -0.923 -0.612 -3.643
C3 -0.491 0.461 -0.804
C4 0.479 -0.677 -0.467
C5 1.807 -0.552 -1.222
O1 2.506 0.518 -0.524
C6 1.984 0.659 0.716
O2 2.190 1.611 1.408
C7 1.072 -0.519 0.948
C8 0.128 -0.435 2.128
C9 0.794 -0.837 3.413
O3 1.839 -1.376 3.534
I2 -0.404 -0.414 5.177
H1 -2.491 1.982 -1.141
H2 -3.633 0.927 -1.966
H3 -2.393 1.786 -2.891
H4 -2.190 -0.744 -1.313
H5 0.072 1.291 -1.239
H6 -0.963 0.849 0.101
H7 -0.001 -1.654 -0.524
H8 1.728 -0.238 -2.255
H9 2.394 -1.463 -1.111
H10 1.739 -1.371 1.110
H11 -0.286 0.562 2.274
H12 -0.718 -1.114 1.986